2 unconnected molecules or ions with the total composition C17H19N2O2 in a non-equilibrium geometry, computed with wB97M-V/def2-TZVPD.

Bonds (Å) are listed after each position.
Atoms and positions in Å:
1 N -1.63 1.38 -3.46  C2 1.498, H21 1.026, H22 1.028
2 C -1.63 0.34 -4.54  N1 1.498, C3 1.604, H23 1.148, H24 1.152
3 C -1.57 -1.17 -4.00  C2 1.604, C4 1.606, H25 1.158, H26 1.145
4 C -0.21 -1.52 -3.21  C3 1.606, C5 1.604, H27 1.159, H28 1.146
5 C -0.38 -1.64 -1.62  C4 1.604, C6 1.543, C10 1.579
6 C -1.70 -1.95 -0.87  C5 1.543, C7 1.575, H29 1.147
7 C -1.82 -2.02 0.70  C6 1.575, C8 1.542, H30 1.136
8 C -0.54 -1.74 1.51  C7 1.542, C9 1.572, C19 1.615
9 C 0.81 -1.42 0.76  C8 1.572, C10 1.541, C11 1.616
10 C 0.92 -1.37 -0.78  C5 1.579, C9 1.541, H31 1.138
11 C 2.10 -1.11 1.67  C9 1.616, O12 1.257, C13 1.615
12 O 3.25 -1.55 1.40  C11 1.257
13 C 1.79 -0.20 2.97  C11 1.615, C14 1.558, C18 1.574
14 C 2.72 0.96 3.44  C13 1.558, C15 1.561, H32 1.137
15 C 2.23 1.77 4.68  C14 1.561, C16 1.572, H33 1.150
16 C 0.90 1.44 5.45  C15 1.572, C17 1.545, H34 1.151
17 C -0.01 0.29 4.98  C16 1.545, C18 1.563, H35 1.138
18 C 0.45 -0.52 3.72  C13 1.574, C17 1.563, C19 1.615
19 C -0.47 -1.71 3.13  C8 1.615, C18 1.615, O20 1.256
20 O -1.05 -2.56 3.85  C19 1.256
21 H -0.69 1.75 -3.31  N1 1.026
22 H -2.08 1.04 -2.59  N1 1.028
23 H -0.79 0.62 -5.26  C2 1.148
24 H -2.63 0.45 -5.11  C2 1.152
25 H -1.61 -1.86 -4.92  C3 1.158
26 H -2.53 -1.35 -3.40  C3 1.145
27 H 0.49 -0.61 -3.37  C4 1.159
28 H 0.31 -2.42 -3.68  C4 1.146
29 H -2.67 -2.13 -1.45  C6 1.147
30 H -2.79 -2.23 1.24  C7 1.136
31 H 1.92 -1.10 -1.27  C10 1.138
32 H 3.66 1.19 2.85  C14 1.137
33 H 2.90 2.65 5.02  C15 1.150
34 H 0.54 2.06 6.35  C16 1.151
35 H -1.01 -0.02 5.43  C17 1.138
36 N 0.56 3.25 -1.26  H37 1.027, H38 1.025, H39 1.025, H40 1.025
37 H 0.74 2.25 -1.13  N36 1.027
38 H -0.37 3.48 -0.90  N36 1.025
39 H 1.27 3.79 -0.76  N36 1.025
40 H 0.61 3.48 -2.26  N36 1.025

- LUMO (eV) = -4.4862
- 2S+1 = 1
- charge = +1
- frontier orbital gap (eV) = 6.87